# C38H58CsN4S3SbSi3

A structure of composition C38H58CsN4S3SbSi3 (the ωB97M-V functional and the def2-TZVPD basis, the OMol25 dataset).

Output
**Max |F|**: 0.01164 Eh/bohr
**Gap between HOMO and LUMO**: 5.13 eV

Geometry as ORCA input:
```
! RIJCOSX wB97M-V def2-TZVPD def2/J DEFGRID3
* xyz 0 1
Cs 1.42 -0.03 0.72
C 5.71 -0.38 -0.93
C 5.70 1.07 -1.41
S 4.29 2.04 -0.80
C 3.67 2.80 -2.33
C 3.28 1.86 -3.46
S 2.05 0.61 -2.97
C 2.78 -0.92 -3.61
C 4.15 -1.32 -3.07
S 4.24 -1.38 -1.25
H 5.81 -0.42 0.16
H 6.59 -0.88 -1.34
H 5.69 1.12 -2.50
H 6.62 1.55 -1.08
H 4.40 3.53 -2.69
H 2.79 3.36 -1.99
H 4.15 1.33 -3.85
H 2.88 2.45 -4.28
H 2.82 -0.86 -4.70
H 2.04 -1.68 -3.35
H 4.93 -0.64 -3.42
H 4.39 -2.30 -3.46
C -3.05 0.17 4.85
C -2.43 1.29 5.40
C -1.16 1.64 5.01
C -0.51 0.88 4.03
C -1.13 -0.21 3.46
C -2.40 -0.58 3.88
N 0.82 1.14 3.60
N 1.47 1.88 4.35
C 2.83 2.12 3.96
C 3.51 3.07 4.70
C 4.84 3.30 4.39
C 5.43 2.58 3.38
C 4.65 1.64 2.70
N 3.38 1.42 2.97
H -4.04 -0.12 5.17
H -2.95 1.88 6.14
H -0.65 2.50 5.44
H -0.63 -0.78 2.69
H -2.87 -1.46 3.45
H 3.00 3.58 5.50
H 5.41 4.04 4.95
H 6.47 2.72 3.11
H 5.09 1.05 1.90
N 2.62 -3.31 1.67
C 1.66 -4.17 2.20
C 1.87 -4.69 3.48
C 0.95 -5.52 4.09
C -0.24 -5.82 3.45
C -0.46 -5.32 2.17
C 0.47 -4.52 1.51
C 0.19 -4.06 0.12
C -0.49 -4.92 -0.76
C -0.80 -4.51 -2.05
C -0.46 -3.23 -2.46
C 0.21 -2.39 -1.57
C 0.59 -2.77 -0.27
H 3.57 -3.62 1.76
H 2.37 -3.00 0.72
H 2.79 -4.42 4.00
H 1.14 -5.90 5.09
H -0.98 -6.45 3.93
H -1.39 -5.55 1.66
H -0.74 -5.93 -0.45
H -1.31 -5.19 -2.73
H -0.72 -2.89 -3.46
H 0.44 -1.39 -1.92
C -5.63 0.34 -1.00
Si -4.03 -0.64 -0.98
C -3.88 -1.55 0.65
C -3.98 -1.87 -2.38
Sb -1.93 0.82 -1.14
Si -2.74 2.96 -0.02
C -3.46 2.49 1.66
C -1.21 4.01 0.24
C -4.00 3.98 -0.96
Si -2.16 1.50 -3.58
C -1.08 3.02 -3.85
C -1.53 0.09 -4.64
C -3.92 1.91 -4.10
H -6.49 -0.32 -0.92
H -5.72 0.92 -1.92
H -5.67 1.03 -0.16
H -4.69 -2.26 0.79
H -3.90 -0.84 1.48
H -2.93 -2.09 0.70
H -4.79 -2.59 -2.28
H -3.04 -2.42 -2.37
H -4.09 -1.39 -3.36
H -2.73 1.93 2.25
H -4.35 1.87 1.54
H -3.74 3.38 2.22
H -0.47 3.49 0.86
H -1.45 4.96 0.73
H -0.74 4.24 -0.72
H -4.91 3.41 -1.16
H -3.60 4.31 -1.92
H -4.28 4.87 -0.39
H -0.04 2.80 -3.57
H -1.42 3.86 -3.24
H -1.10 3.32 -4.90
H -0.49 -0.13 -4.39
H -1.59 0.34 -5.70
H -2.11 -0.82 -4.46
H -4.35 2.69 -3.47
H -4.56 1.03 -4.01
H -3.95 2.24 -5.14
*
```